Entry 1:
65
Properties=species:S:1:pos:R:3:forces:R:3:lowdin_charge:R:1 method="wB97M-V/def2-TZVPD" orbital_gap_ev=8.797 relative_energy_kcal_mol=1.5 largest_force_ha_per_bohr=0.0188 spin_multiplicity=1 lumo_ev=0.353
C -6.76995 -4.44738 2.50846 0.2 0.3 -0.3 -0.023
C -5.75095 -4.02298 1.45144 0.1 -0.6 0.0 -0.567
C -4.33512 -4.39842 1.88503 -0.1 0.3 -0.1 -0.019
C -6.09492 -4.63433 0.09461 0.1 0.3 0.1 -0.018
O -5.88648 -2.57495 1.39432 -0.3 -0.1 0.3 0.032
C -5.15363 -1.84642 0.56638 0.1 0.6 -0.2 -0.463
O -4.31386 -2.24221 -0.19628 0.0 -0.1 0.0 0.123
C -5.53398 -0.36993 0.70663 -0.1 -0.1 -0.2 -0.052
N -4.63185 0.46673 -0.03134 0.0 -0.1 0.2 0.095
C -4.92802 0.86562 -1.27644 0.0 0.0 0.4 -0.426
O -6.01976 0.73923 -1.81394 -0.1 0.0 -0.2 0.058
C -3.83443 1.54667 -2.00451 0.5 0.1 0.1 -0.072
N -4.10779 2.00634 -3.25959 -0.1 -0.1 0.2 0.137
C -2.98251 2.55807 -3.75196 0.0 0.1 -0.1 -0.154
N -2.00035 2.48483 -2.89831 0.3 0.1 0.0 0.104
C -2.49865 1.85484 -1.79002 -0.9 -0.1 -0.4 -0.130
C -1.61837 1.60962 -0.63597 0.3 0.1 0.1 -0.373
O -1.99519 1.08215 0.40401 0.1 0.0 0.1 0.053
N -0.36147 2.04520 -0.88208 -0.1 0.1 -0.4 0.140
C 0.77189 2.00273 -0.07482 0.3 -0.1 0.4 -0.211
C 0.77086 1.45217 1.20403 -0.2 -0.1 0.0 0.001
C 1.93422 1.44628 1.94965 0.2 0.2 -0.2 -0.028
C 3.11275 1.98575 1.45038 0.0 0.1 0.1 -0.213
C 4.38928 1.91360 2.24990 0.0 0.0 -0.2 -0.133
N 5.02189 0.61358 2.11432 0.0 0.1 0.4 0.097
C 5.76323 0.22287 1.04409 0.0 -0.2 0.3 -0.567
O 6.09563 -0.92766 0.88016 0.1 -0.3 -0.2 0.083
O 6.09134 1.26634 0.26769 -0.1 0.2 0.1 0.016
C 6.91058 1.07145 -0.90811 0.4 -0.2 -0.6 -0.571
C 8.28303 0.52385 -0.51811 -0.3 0.0 0.1 -0.018
C 6.20485 0.13961 -1.89293 0.0 0.0 0.3 -0.016
C 7.04614 2.47411 -1.50418 -0.1 -0.3 0.3 -0.022
C 3.10763 2.53076 0.17224 -0.1 0.0 0.1 -0.031
C 1.95336 2.54168 -0.58366 -0.2 -0.1 0.0 -0.010
H -6.53547 -3.98062 3.46136 0.0 0.0 0.1 0.087
H -7.76772 -4.13817 2.20912 -0.1 0.0 0.0 0.087
H -6.75330 -5.52648 2.62804 0.0 -0.1 0.0 0.089
H -4.26727 -5.47491 2.01436 0.0 -0.1 0.0 0.090
H -4.09181 -3.91392 2.82826 0.0 0.0 0.1 0.092
H -3.61355 -4.08774 1.13461 0.0 0.0 0.0 0.080
H -5.37014 -4.32731 -0.65420 0.0 0.0 0.0 0.080
H -7.08434 -4.31038 -0.22101 -0.1 0.0 0.0 0.093
H -6.08598 -5.71808 0.16984 0.0 -0.1 0.0 0.090
H -5.54107 -0.09528 1.76343 -0.1 0.0 -0.1 0.137
H -6.53927 -0.24052 0.29149 0.1 0.0 0.2 0.137
H -3.66243 0.55060 0.28999 -0.1 0.1 -0.1 0.101
H -5.01961 1.90225 -3.68203 0.0 0.0 0.0 0.165
H -2.90966 3.00127 -4.72492 -0.1 0.1 -0.2 0.124
H -0.25155 2.46136 -1.80281 -0.1 -0.1 0.2 0.124
H -0.13708 1.03275 1.60310 0.0 0.0 0.0 0.099
H 1.92164 1.01694 2.94129 0.0 0.0 0.1 0.114
H 5.09869 2.66542 1.90071 -0.1 0.0 0.2 0.123
H 4.18777 2.07418 3.31205 0.1 0.1 -0.1 0.125
H 4.62062 -0.15123 2.63564 0.1 0.0 -0.1 0.149
H 8.91301 0.45096 -1.40019 0.1 0.0 -0.1 0.089
H 8.17816 -0.46229 -0.07476 0.1 0.0 0.0 0.079
H 8.75842 1.18538 0.20319 0.1 0.1 0.0 0.091
H 5.20713 0.51520 -2.11213 -0.1 0.1 -0.1 0.089
H 6.77380 0.08281 -2.81669 0.1 0.0 -0.1 0.089
H 6.11812 -0.85610 -1.46735 0.0 0.0 -0.1 0.081
H 6.06992 2.85672 -1.79083 -0.1 0.1 -0.1 0.077
H 7.68339 2.44286 -2.38282 0.1 0.0 -0.1 0.089
H 7.48337 3.14932 -0.77307 0.1 0.1 0.1 0.088
H 4.01975 2.94596 -0.22830 0.1 0.1 -0.1 0.104
H 1.95707 2.96922 -1.57648 0.0 0.1 -0.1 0.113

Entry 2:
125
Properties=species:S:1:pos:R:3:forces:R:3:lowdin_charge:R:1 method="wB97M-V/def2-TZVPD" orbital_gap_ev=8.048 largest_force_ha_per_bohr=0.1568 spin_multiplicity=1 lumo_ev=0.136
C -3.24305 9.26198 3.74034 0.8 0.1 -0.8 -0.158
C -2.90862 9.34883 2.11127 -0.3 0.0 0.8 -0.266
C -3.43643 7.93383 1.39736 0.6 1.3 0.7 -0.226
C -2.46288 6.71274 1.91460 -1.3 -0.3 0.2 -0.226
C -2.87542 5.23177 1.25536 1.2 1.6 1.2 -0.178
C -2.01734 4.11595 2.16036 -1.1 0.5 -0.3 -0.125
C -1.97579 2.67592 1.31147 0.6 3.7 1.7 -0.327
O -3.37309 2.70195 0.76279 1.6 -1.9 1.4 -0.079
N -0.83663 3.00639 0.32362 0.8 -3.2 2.6 0.118
C 0.40284 2.21643 0.79455 2.9 1.4 -5.5 -0.205
O 1.44776 2.34392 -0.02610 -5.6 -1.1 5.7 -0.023
C 0.14832 1.34872 2.15875 -0.4 1.2 0.4 -0.190
C 0.99716 -0.00598 2.46302 1.1 -0.6 -0.8 -0.133
C 0.98799 -1.17570 1.33474 1.5 -1.1 -0.6 -0.167
C 1.92014 -0.88294 -0.00047 2.1 0.5 -4.0 -0.127
C 1.35315 -1.34119 -1.50642 2.7 1.3 0.2 -0.032
C 2.16499 -1.11918 -2.91261 1.5 1.2 3.6 -0.078
C 3.63471 -0.39389 -2.90804 -2.6 -0.9 4.0 -0.080
C 4.24673 0.03882 -1.42046 -3.1 -1.5 -0.9 -0.049
C 3.41574 -0.20680 0.00647 -1.6 -1.1 -3.7 -0.022
C 0.67404 2.33232 3.38149 1.1 0.2 0.9 -0.122
C 1.89205 3.34433 2.99578 3.1 3.8 -0.7 -0.121
C 1.64281 4.98730 3.19779 3.0 -0.6 -1.1 -0.032
C 2.77862 6.13083 2.88050 0.7 -4.0 -0.4 -0.079
C 4.27197 5.69254 2.35557 -3.6 -2.8 1.0 -0.079
C 4.56857 4.08585 2.15467 -3.2 1.7 1.3 -0.050
C 3.39306 2.94508 2.46687 -0.6 3.6 0.7 -0.004
C -1.52254 1.30341 2.15430 -1.5 -0.2 -1.1 -0.260
C -2.27199 0.09398 1.32551 -0.3 -1.0 -1.0 -0.138
C -1.97132 0.03710 -0.27888 -0.2 -0.5 -0.4 -0.231
C -2.71677 -1.31960 -0.89835 -0.6 0.9 0.2 -0.146
N -2.25252 1.24009 3.47411 1.1 -0.1 0.0 -0.040
C -1.82555 0.10020 4.35946 0.7 0.0 2.1 -0.222
C -2.99781 -0.36642 5.45793 1.3 -0.7 0.4 -0.205
C -2.38649 -0.12733 6.99628 0.7 0.0 -0.8 -0.157
H -2.29595 8.76311 4.24372 -2.3 0.8 -0.8 0.075
H -4.21522 8.61589 3.83093 1.9 1.2 0.2 0.071
H -3.40023 10.31913 4.23462 0.3 -2.1 -1.1 0.074
H -1.74891 9.51962 1.96509 -2.3 -0.5 0.2 0.104
H -3.44400 10.30063 1.69010 0.9 -2.0 0.5 0.097
H -4.56155 7.80629 1.77084 2.4 0.0 -1.0 0.116
H -3.41005 8.12229 0.23889 -0.1 -0.8 2.2 0.110
H -1.33185 6.99005 1.72699 -2.2 -0.6 0.4 0.120
H -2.67111 6.59086 3.08051 0.7 0.4 -2.4 0.112
H -4.03376 5.14363 1.40157 2.4 -0.1 -0.6 0.120
H -2.51894 5.27622 0.14061 -1.0 -0.5 2.0 0.122
H -2.59978 4.03550 3.17187 1.2 0.1 -1.7 0.117
H -0.96044 4.59245 2.30818 -1.9 -1.2 0.0 0.080
H -3.93653 2.34399 1.52003 1.1 0.6 -1.3 0.123
H -0.58136 4.01416 0.24144 -0.4 -1.2 0.1 0.124
H 0.74290 -0.53062 3.50515 0.1 1.6 -2.3 0.126
H 2.13664 0.33037 2.58723 -2.5 -0.7 -0.4 0.112
H 1.49542 -2.13001 1.84616 -1.1 2.0 -1.0 0.130
H -0.05891 -1.54700 0.97262 1.9 1.0 0.7 0.089
H 0.28201 -1.86482 -1.55782 2.6 1.3 0.1 0.081
H 1.66056 -1.49476 -3.91819 1.2 0.9 2.4 0.086
H 4.20376 -0.20325 -3.93064 -1.2 -0.4 2.6 0.086
H 5.31824 0.55824 -1.46172 -2.7 -1.3 0.4 0.087
H 3.93393 0.11729 1.00329 -1.1 -0.7 -2.2 0.064
H -0.16584 2.96365 3.89121 1.5 -1.1 -1.2 0.109
H 1.09201 1.60187 4.22814 -1.0 1.6 -1.8 0.129
H 0.59677 5.38835 3.60942 2.5 -1.1 -1.0 0.082
H 2.48908 7.27055 3.04571 0.8 -2.8 -0.4 0.085
H 5.05291 6.56077 2.17178 -1.7 -2.3 0.3 0.085
H 5.67052 3.79224 1.80229 -2.9 0.5 0.9 0.089
H 3.69318 1.82523 2.32901 -0.7 2.4 0.2 0.055
H -3.45402 0.19124 1.46253 2.7 0.0 -0.1 0.132
H -2.02103 -0.99575 1.74393 -0.3 2.5 -0.7 0.115
H -2.40282 0.93842 -0.90237 0.9 -1.6 1.7 0.121
H -0.81330 0.03524 -0.43493 -2.1 -0.1 0.0 0.079
H -3.85239 -1.24685 -0.54597 2.4 -0.3 -0.7 0.087
H -2.27708 -2.31804 -0.47410 -0.7 1.8 -0.9 0.072
H -2.74688 -1.29575 -2.09133 0.3 -0.2 2.7 0.087
H -2.15267 2.09669 4.05523 0.1 -0.7 -0.9 0.095
H -1.39082 -0.83789 3.81677 -1.1 2.0 0.7 0.111
H -0.94073 0.51814 5.04319 -1.6 -1.1 -1.4 0.105
H -3.99729 0.21483 5.27646 1.9 -1.3 0.3 0.107
H -3.10859 -1.54737 5.35867 -0.2 2.6 0.0 0.107
H -1.23201 -0.43045 6.98718 -2.5 0.6 0.0 0.077
H -2.41630 1.02183 7.25096 -0.1 -2.4 -0.2 0.079
H -2.89079 -0.81523 7.79755 0.7 1.6 -1.5 0.072
C -5.55632 -4.82822 -0.55992 0.1 0.1 0.0 -0.092
C -5.72269 -5.56989 -1.88329 0.0 0.3 0.0 -0.270
N -5.68935 -4.69971 -3.06209 -0.2 0.0 -0.3 -0.190
C -6.12528 -5.37245 -4.28974 -0.3 0.1 0.1 -0.253
C -5.26831 -6.52500 -4.80414 0.1 -0.2 -0.3 -0.095
C -4.50900 -3.84513 -3.20652 -0.1 0.2 0.3 -0.249
C -3.14490 -4.52539 -3.26491 0.3 0.0 -0.2 -0.085
H -6.30564 -4.03714 -0.45151 0.1 -0.1 -0.1 0.080
H -5.68332 -5.52631 0.27447 0.0 0.1 -0.1 0.073
H -4.56143 -4.38358 -0.46239 -0.1 0.0 0.0 0.056
H -6.69887 -6.07019 -1.84307 0.1 0.1 -0.3 0.117
H -4.96808 -6.36107 -1.94248 0.1 -0.2 0.1 0.095
H -6.23634 -4.63030 -5.09390 0.1 0.0 0.3 0.113
H -7.14176 -5.75585 -4.12441 0.1 0.1 0.2 0.108
H -4.35026 -6.16693 -5.27032 0.0 -0.1 0.1 0.054
H -5.81904 -7.07771 -5.57339 0.0 0.1 0.1 0.072
H -5.00862 -7.23758 -4.01683 0.0 0.1 0.0 0.067
H -4.49694 -3.13315 -2.37264 -0.1 -0.2 0.0 0.079
H -4.62308 -3.21062 -4.09473 -0.2 -0.2 0.0 0.118
H -3.03604 -5.31667 -2.51891 0.0 0.0 0.0 0.071
H -2.35864 -3.78766 -3.07300 -0.1 -0.1 0.0 0.059
H -2.94755 -4.94746 -4.25219 0.0 -0.1 0.1 0.055
C 5.50620 -3.81299 -1.76078 0.1 0.0 0.0 -0.090
C 5.65486 -3.69473 -3.27504 0.2 0.1 0.2 -0.270
N 6.99830 -3.30596 -3.71312 0.2 0.2 -0.2 -0.188
C 7.05753 -2.92563 -5.12789 -0.1 0.2 0.2 -0.253
C 6.75963 -4.00740 -6.16153 0.0 -0.1 -0.3 -0.094
C 8.10294 -4.14748 -3.24836 -0.1 0.2 0.3 -0.251
C 8.06109 -5.63062 -3.60264 0.2 -0.3 -0.1 -0.092
H 5.79968 -2.88470 -1.25959 0.0 -0.1 -0.1 0.070
H 4.46029 -4.01489 -1.50590 0.1 0.1 -0.1 0.073
H 6.10366 -4.63429 -1.35394 0.0 0.1 0.0 0.062
H 4.94232 -2.92654 -3.60215 0.3 0.0 -0.1 0.095
H 5.33473 -4.63481 -3.73622 -0.1 -0.2 0.0 0.095
H 8.04301 -2.48983 -5.34860 -0.1 -0.2 0.2 0.112
H 6.34822 -2.10177 -5.28817 0.0 -0.1 0.2 0.103
H 7.59123 -4.70453 -6.26549 -0.1 -0.1 0.0 0.053
H 6.60905 -3.54579 -7.14375 0.0 0.0 0.1 0.071
H 5.85370 -4.57254 -5.92702 0.1 0.0 0.0 0.068
H 8.16380 -4.06164 -2.15687 -0.2 0.0 -0.1 0.101
H 9.05469 -3.72931 -3.60027 -0.3 0.1 -0.1 0.114
H 7.07132 -6.07096 -3.45784 0.0 0.1 0.0 0.068
H 8.75821 -6.18062 -2.96171 -0.1 0.0 0.0 0.072
H 8.37379 -5.80715 -4.63358 -0.1 -0.1 0.1 0.053

Entry 3:
25
Properties=species:S:1:pos:R:3:forces:R:3:lowdin_charge:R:1 method="wB97M-V/def2-TZVPD" orbital_gap_ev=8.131 largest_force_ha_per_bohr=0.2325 spin_multiplicity=1 lumo_ev=-2.150
N 3.03126 -1.13952 1.24384 3.1 -1.4 -0.5 -0.058
O 1.71189 -0.97208 0.94965 -3.6 2.0 -0.5 -0.341
P 1.28520 0.73759 1.18136 9.4 2.2 3.0 0.718
O 2.50366 1.32484 2.06089 -5.8 -1.9 -3.3 -0.348
O 1.41749 1.48038 -0.37543 -0.8 -1.5 1.3 -0.541
P 2.99624 1.28068 -1.08861 1.7 0.8 -0.2 0.692
O 3.42134 2.62948 -2.10667 -3.3 -1.8 1.0 -0.341
Cl 2.74690 -0.42234 -2.40263 -0.5 1.2 0.4 0.139
O -0.14879 1.00347 2.08110 -0.5 -0.8 -4.1 -0.305
S -1.47983 1.55973 1.20565 -4.3 10.7 3.1 0.885
O -1.19445 2.81915 0.29722 0.2 -6.4 2.3 -0.293
O -2.47685 2.13320 2.29421 4.0 -3.9 -3.8 -0.303
C -2.48456 0.24091 0.31430 -2.4 -1.6 -1.0 -0.228
F -3.14349 0.89721 -0.83857 2.1 -2.2 4.2 0.050
F -3.46001 -0.27835 1.34563 3.2 1.8 -3.9 0.024
C -1.63147 -1.03875 -0.23329 1.1 -1.9 0.0 -0.095
F -0.49869 -0.66967 -1.16108 -3.6 -0.8 3.9 0.011
F -1.15985 -1.79081 0.97451 -1.0 2.8 -3.9 0.029
C -2.53026 -2.13659 -1.10280 -0.1 -1.2 -2.8 -0.130
F -2.15488 -1.95903 -2.55552 -1.5 -0.7 5.0 0.024
F -3.98982 -1.91020 -1.03340 5.3 -1.2 0.1 0.063
F -2.08347 -3.50000 -0.73607 -2.2 4.8 -1.2 0.060
H 3.54215 -1.38338 0.34390 -1.1 0.4 1.3 0.090
H 3.15900 -1.95744 1.88091 -0.7 1.0 -0.6 0.119
H 2.62129 3.05152 -2.53913 1.2 -0.5 0.4 0.079

Entry 4:
77
Properties=species:S:1:pos:R:3:forces:R:3:mulliken_spin:R:1 method="wB97M-V/def2-TZVPD" orbital_gap_ev="6.256 / 6.302" relative_energy_kcal_mol=34.2 s2=6.01 largest_force_ha_per_bohr=0.0815 spin_multiplicity=5 lumo_ev="-0.103 / -0.109"
Fe -1.41038 -1.35564 0.57413 0.0 -0.6 -0.2 3.723
O -3.32157 -1.64115 0.97929 0.2 1.0 -0.6 0.075
C -3.78726 -1.43329 2.15693 0.7 -0.8 2.8 0.010
C -4.94467 -0.68453 2.43635 -0.3 -0.7 -1.2 0.009
C -5.66904 -0.92426 3.58992 0.3 0.7 0.4 -0.004
C -5.11574 -1.57189 4.68063 -0.5 -0.8 1.3 0.010
C -3.88433 -2.21301 4.53812 -0.5 0.8 0.1 -0.007
C -3.16885 -2.10989 3.35687 -1.5 1.2 -2.0 -0.003
C -1.93300 -2.77752 3.22873 1.7 -1.0 -1.3 0.015
N -1.08147 -2.54607 2.23505 -3.4 0.7 2.3 0.055
N -0.01535 -3.30583 2.19429 2.4 -1.2 -0.1 -0.007
C 0.79884 -2.97797 1.21681 -0.9 0.7 -0.3 -0.005
O 0.55481 -2.06191 0.30297 -0.1 -0.2 0.8 0.035
C 2.02452 -3.77298 1.14851 1.9 0.1 -0.5 0.009
C 2.92580 -3.58757 0.03419 -1.8 -0.1 1.1 0.001
C 3.99889 -4.41348 -0.12979 0.8 -1.2 0.6 0.000
C 4.30519 -5.37682 0.86399 -1.6 1.5 -0.1 0.000
C 3.45687 -5.51459 1.97057 1.1 0.3 -0.4 0.000
C 2.37499 -4.68753 2.17363 -0.7 0.5 -0.3 -0.001
H -5.37000 -0.13098 1.59575 -0.1 -0.2 0.2 0.001
H -6.69292 -0.59796 3.65607 -0.1 0.5 0.1 0.000
H -5.67864 -1.61347 5.65750 0.6 -0.2 -1.3 0.001
H -3.47744 -2.79700 5.35250 0.1 0.1 0.1 -0.002
H -1.78274 -3.62293 3.95006 0.5 0.8 -0.7 0.007
H 2.75231 -2.80573 -0.70191 -0.4 -0.3 0.1 0.003
H 4.57875 -4.36828 -1.05268 0.2 0.2 0.4 0.000
H 5.25350 -5.82699 0.85374 0.9 -1.1 -0.2 0.000
H 3.69322 -6.21503 2.74606 0.3 -0.3 0.3 0.000
H 1.87542 -4.74382 3.16947 -0.1 0.1 -1.4 0.000
C 0.07303 -0.84938 -2.98887 0.7 0.9 1.9 -0.005
N -1.22964 -0.20387 -3.04657 -0.1 -0.8 -0.2 0.007
C -1.61761 0.93163 -3.73693 -0.2 -0.3 0.3 0.001
C -2.96698 0.97035 -3.64066 -0.6 -1.5 0.7 0.000
N -3.42770 -0.18738 -2.94614 3.1 1.7 -0.9 0.001
C -4.73954 -0.55544 -2.56580 -1.5 -0.7 1.1 -0.001
C -2.31240 -0.92149 -2.63859 -0.8 0.9 -0.2 -0.001
Se -2.37666 -2.58499 -1.93854 0.4 -0.7 0.5 0.015
H 0.91206 -0.26275 -3.37478 -0.5 0.2 -0.1 0.000
H -0.00128 -1.76923 -3.48857 0.1 -1.3 -0.8 -0.001
H 0.30421 -1.09146 -1.91577 -0.1 0.2 -0.9 0.013
H -0.86616 1.51717 -4.26359 -0.5 0.0 0.3 0.000
H -3.73781 1.57262 -4.01104 -0.4 1.2 -0.6 0.000
H -4.86331 -1.60191 -2.79261 -0.2 -0.4 -0.4 0.000
H -5.56114 0.00846 -3.01803 0.6 0.2 -0.2 0.000
H -4.90364 -0.55778 -1.47018 0.5 0.4 -0.4 0.000
S 3.68747 -0.92786 -3.22690 0.4 0.2 -0.3 0.000
C 4.30045 0.20179 -2.17457 -1.2 -0.5 1.1 0.000
N 5.04964 1.31049 -2.42972 0.1 -0.3 0.3 0.000
C 5.36976 2.04838 -1.20267 0.8 -1.6 0.2 0.000
C 4.65482 1.17533 -0.10132 1.8 1.2 0.8 0.000
N 3.98136 0.16030 -0.82561 0.0 0.0 -1.5 0.000
H 5.62813 1.34163 -3.26184 -0.4 0.0 0.3 0.000
H 5.05308 3.07245 -1.23824 -0.5 0.5 0.0 0.000
H 6.45326 2.05110 -0.99564 -0.3 0.0 -0.3 0.000
H 4.04104 1.88500 0.44380 -0.5 -0.4 0.4 0.000
H 5.44538 0.75884 0.58448 -0.9 0.3 -0.4 0.000
H 3.33329 -0.53189 -0.43927 0.5 0.5 -0.4 0.000
C 0.06212 6.34889 -2.27033 -0.1 0.0 -1.6 0.000
C 0.29973 5.19945 -1.36889 0.1 0.8 1.0 0.001
C 0.33358 3.90565 -1.81209 0.5 -1.8 -0.9 -0.001
C 0.28071 2.79419 -0.96722 -0.3 1.0 0.0 0.003
C 0.21201 3.00404 0.40342 -0.4 0.3 -0.9 0.004
C 0.30233 4.31580 0.86065 0.7 -0.1 0.5 0.000
C 0.40902 5.40273 0.00279 -0.2 -0.3 1.0 0.000
S 0.05935 1.53027 1.35999 -2.2 -1.9 0.9 0.012
C -0.69331 2.18733 2.90112 0.3 2.0 -1.6 0.000
O -1.18810 0.71541 0.80414 2.1 1.5 0.2 0.027
H -0.55123 7.11276 -1.78264 0.2 -0.1 -0.1 0.000
H -0.51238 5.94195 -3.15361 0.7 0.8 0.7 0.000
H 1.00861 6.80790 -2.62105 -0.5 -0.2 0.1 0.000
H 0.51095 3.66526 -2.87010 -0.6 0.4 0.3 0.000
H 0.15568 1.82444 -1.40821 0.2 -0.5 0.0 0.000
H 0.41219 4.50002 1.91232 -0.2 0.1 0.4 0.000
H 0.55490 6.37954 0.49530 -0.3 -0.4 -0.7 0.000
H -1.48635 2.85520 2.50052 0.4 -0.4 0.5 0.000
H 0.03603 2.79723 3.45194 -0.2 -0.4 0.0 0.000
H -1.14871 1.42991 3.48837 0.0 -1.0 0.3 0.000